The molecule C4H5FO. Source: the Open Molecules 2025 dataset; level of theory: the ωB97M-V functional and the def2-TZVPD basis.

Cartesian coordinates (Å):
C1 1.50920 -0.27531 -0.30704
C2 0.38602 -0.05010 0.39434
C3 -1.89139 -0.35240 -0.04140
C4 -2.18091 0.91872 -0.17297
H1 1.89662 -1.10719 -0.96285
H2 0.26292 0.67321 1.17586
H3 -2.76511 -1.01675 -0.12190
H4 -1.40063 1.69124 -0.28181
H5 -3.23458 1.24537 -0.12072
O1 -0.65608 -0.90939 0.12532
F1 2.61688 0.48264 0.00791

Output
F_max: 2.5 eV Å⁻¹
Energy: -8991.5527 eV
SMILES: C=CO/C=C/F
Frontier orbital gap: 0.37576 Ha
2S+1: 1
HOMO energy: -9.1 eV
Energy above the lowest of the compared OMol25 structures with the same formula, charge and spin: 142.5 kJ/mol